87
Properties=species:S:1:pos:R:3:forces:R:3 method="wB97M-V/def2-TZVPD" total_charge=0 e_above_lowest_kj_mol=15.74 multiplicity=2 e_homo_ha="-0.2468 / -0.2468" s2=0.788 energy_ev=-109540.80791
Cs -1.28994 0.28980 0.70707 0.2 0.6 0.1
C -3.09193 0.25222 4.87690 0.0 0.0 0.0
C -2.15969 -0.84955 4.37900 0.0 0.0 -0.1
C -2.38824 -2.10567 5.22301 0.0 0.0 0.0
C -0.70978 -0.38682 4.52349 0.0 0.0 0.0
O -2.45599 -1.06566 3.00557 -0.1 -0.1 0.1
Ge -2.08733 -2.74118 2.14867 -0.1 -0.2 0.1
O -2.76266 -2.10702 0.48708 -0.1 -0.2 0.1
C -4.09538 -2.25636 0.04525 0.0 0.0 0.0
C -4.06098 -2.22331 -1.48203 0.0 0.0 0.0
C -4.94303 -1.09037 0.56654 0.0 -0.1 -0.1
C -4.71580 -3.57631 0.50814 0.0 0.0 0.0
O -0.32876 -2.18295 1.69607 0.0 -0.2 0.1
C 0.62363 -2.96522 0.99974 0.0 0.0 0.0
C 0.45102 -2.78059 -0.51124 0.0 0.0 0.0
C 0.50667 -4.44979 1.34819 0.0 0.0 0.0
C 1.99938 -2.45229 1.42357 0.0 0.0 0.0
H -2.92543 0.45925 5.93640 0.0 0.0 0.0
H -4.13319 -0.04876 4.73899 0.0 0.0 0.0
H -2.91058 1.17526 4.32248 0.0 0.0 0.0
H -2.27060 -1.87447 6.28418 0.0 0.0 0.0
H -1.67999 -2.89527 4.96787 0.0 0.0 0.0
H -3.39555 -2.49378 5.05840 0.0 0.0 0.0
H -0.44621 -0.24249 5.57432 0.0 0.0 0.0
H -0.56507 0.56531 4.00521 0.0 0.0 0.0
H -0.03846 -1.12478 4.08206 0.0 0.0 0.0
H -3.59816 -1.29520 -1.82457 0.0 0.0 0.0
H -5.06501 -2.28972 -1.90804 0.0 0.0 0.0
H -3.46685 -3.05914 -1.85492 0.0 0.0 0.0
H -4.58839 -0.14154 0.15040 0.0 0.0 0.0
H -4.86843 -1.05989 1.65627 0.0 0.0 0.0
H -5.98917 -1.21351 0.27293 0.0 0.0 0.0
H -4.08022 -4.41243 0.21156 0.0 0.0 0.0
H -5.70306 -3.71256 0.06022 0.0 0.0 0.0
H -4.82389 -3.60677 1.59376 0.0 0.0 0.0
H -0.56859 -3.03527 -0.80461 0.0 0.0 0.0
H 1.15277 -3.41411 -1.05958 0.0 0.0 0.0
H 0.64513 -1.74318 -0.80186 0.0 0.0 0.0
H -0.43885 -4.86511 0.99433 0.0 0.0 0.0
H 0.55073 -4.58681 2.43015 0.0 0.0 0.0
H 1.32051 -5.01631 0.88964 0.0 0.0 0.0
H 2.08104 -1.38652 1.19468 0.0 0.0 0.0
H 2.80167 -2.98127 0.90366 0.0 0.0 0.0
H 2.13016 -2.58273 2.49912 0.0 0.0 0.0
C 8.36771 -0.95032 -4.64723 0.0 0.0 0.0
O 6.98396 -0.88171 -4.94880 0.0 0.0 0.0
C 6.35814 0.30426 -4.78587 0.0 0.0 0.0
C 6.98724 1.47870 -4.36815 0.0 0.0 0.0
C 6.24481 2.63341 -4.22629 0.0 0.0 0.0
C 4.86372 2.65079 -4.48310 0.0 0.1 0.0
C 4.24774 1.45735 -4.92393 -0.1 0.0 0.0
C 4.98601 0.31133 -5.06998 0.0 0.0 0.0
N 4.20619 3.81935 -4.23057 0.2 -0.1 0.0
N 2.91709 3.85730 -4.49274 -0.3 -0.1 0.1
C 1.99801 3.58321 -3.63483 0.2 0.1 -0.2
C 0.62951 3.66047 -4.14116 -0.1 0.0 0.0
C -0.39574 3.08765 -3.50686 0.0 0.0 -0.1
C -0.19460 2.33701 -2.25989 0.0 0.0 0.0
O -1.07572 1.66180 -1.76888 0.1 0.2 -0.5
C 1.15457 2.45460 -1.60670 0.1 0.0 0.0
N 1.26279 1.92464 -0.38875 0.0 0.0 0.0
C 2.40452 2.07832 0.26082 0.0 0.0 0.0
C 3.48972 2.77131 -0.26611 0.0 0.0 0.0
C 3.39565 3.27852 -1.54391 0.0 0.0 0.0
C 2.20477 3.10901 -2.25305 0.0 0.0 0.0
H 8.66227 -1.97993 -4.82562 0.0 0.0 0.0
H 8.55595 -0.69568 -3.60167 0.0 0.0 0.0
H 8.94602 -0.28883 -5.29617 0.0 0.0 0.0
H 8.04519 1.49763 -4.15250 0.0 0.0 0.0
H 6.71271 3.55387 -3.90199 0.0 0.0 0.0
H 3.18966 1.44625 -5.14967 0.0 0.0 0.0
H 4.52786 -0.61025 -5.40359 0.0 0.0 0.0
H 0.50930 4.15889 -5.09457 0.0 0.0 0.0
H -1.40177 3.09529 -3.90398 0.0 0.0 0.0
H 2.46002 1.63409 1.24881 0.0 0.0 0.0
H 4.39115 2.89532 0.31758 0.0 0.0 0.0
H 4.22449 3.80752 -1.99027 0.0 0.0 0.0
N -4.94353 1.65501 2.37295 0.0 0.0 -0.1
C -4.96888 2.79381 3.08733 -0.1 0.1 0.1
N -6.14460 3.12981 3.68028 0.0 0.0 0.0
N -3.97230 3.63248 3.21269 0.0 0.0 0.0
C -2.87233 3.38835 2.51924 0.0 -0.1 0.0
N -1.88839 3.21718 1.93105 0.0 0.0 0.0
H -5.73861 1.04150 2.34824 0.0 0.0 0.0
H -4.05686 1.22958 2.15049 0.0 0.0 0.0
H -6.78669 2.40391 3.94495 0.0 0.0 0.0
H -6.10424 3.94008 4.27433 0.0 0.0 0.0


62
Properties=species:S:1:pos:R:3:forces:R:3 method="wB97M-V/def2-TZVPD" total_charge=0 e_above_lowest_kj_mol=39.45 multiplicity=3 e_homo_ha="-0.2897 / -0.2930" s2=2.012 energy_ev=-195675.19642
Ti -0.19218 0.85519 0.39885 -0.7 -0.2 0.2
C -5.27133 -1.76265 1.19536 0.0 0.0 0.0
Se -3.76289 -0.67255 1.75123 0.0 0.1 -0.1
C -2.91267 -1.97024 2.92923 -0.1 0.1 0.1
C -2.51340 -3.27859 2.27608 0.0 -0.1 0.0
Se -0.82632 -3.12325 1.30254 0.0 -0.1 0.0
C -0.60642 -5.03262 1.01501 0.0 0.0 0.0
H -5.85837 -2.07196 2.05783 0.0 0.0 0.0
H -4.94627 -2.63021 0.62558 0.0 0.0 0.0
H -5.88223 -1.13220 0.55301 0.0 0.0 0.0
H -3.59284 -2.15579 3.76103 0.0 0.0 0.0
H -2.04759 -1.44181 3.33234 0.0 0.0 0.0
H -3.27791 -3.63485 1.58595 0.0 0.0 0.0
H -2.36769 -4.04207 3.04222 0.0 0.0 0.0
H -0.44105 -5.54177 1.96162 0.0 0.0 0.0
H 0.26219 -5.16759 0.37483 0.0 0.0 0.0
H -1.48347 -5.43853 0.51596 0.0 0.0 0.0
C 1.04749 1.27836 -2.57732 0.0 0.0 0.0
N 1.21937 0.76971 -1.21059 0.2 0.0 0.1
C 2.31919 0.14859 -0.89321 0.0 0.1 0.0
C 2.45710 -0.36359 0.40958 0.1 0.0 0.0
C 3.51293 -0.96955 1.09051 0.0 0.0 0.0
C 3.05750 -1.18603 2.39299 0.0 0.0 0.0
C 1.74691 -0.70652 2.44864 0.0 0.0 0.0
N 1.37315 -0.21346 1.25705 0.1 0.0 -0.2
C 1.47967 0.31366 -3.65704 0.0 0.0 0.0
C 1.08449 -1.02166 -3.62018 0.0 0.0 0.0
C 1.46251 -1.89334 -4.62845 0.0 0.0 0.0
C 2.23946 -1.44244 -5.68814 0.0 0.0 0.0
C 2.63723 -0.11585 -5.73125 0.0 0.0 0.0
C 2.26091 0.75534 -4.71682 0.0 0.0 0.0
H 1.60255 2.21537 -2.68781 0.0 0.0 0.0
H -0.00620 1.53160 -2.69744 0.0 0.0 0.0
H 3.12214 0.02076 -1.61731 0.0 0.0 0.0
H 4.48165 -1.21126 0.68221 0.0 0.0 0.0
H 3.59682 -1.64579 3.20463 0.0 0.0 0.0
H 1.06356 -0.71462 3.28454 0.0 0.0 0.0
H 0.47920 -1.38332 -2.79785 0.0 0.0 0.0
H 1.14649 -2.92772 -4.58896 0.0 0.0 0.0
H 2.53342 -2.12452 -6.47503 0.0 0.0 0.0
H 3.24535 0.24344 -6.55121 0.0 0.0 0.0
H 2.57801 1.79148 -4.75148 0.0 0.0 0.0
O -0.72754 1.64675 4.27847 -0.1 0.0 0.0
C -0.49081 1.73072 3.10080 0.1 0.0 0.1
O -0.99065 0.97325 2.15214 0.2 -0.2 -0.1
C 0.48026 2.76377 2.57178 0.0 0.0 0.0
C 0.95647 3.79462 3.35736 0.0 0.0 0.0
C 1.84439 4.69397 2.79063 0.0 0.0 0.0
C 2.22830 4.52297 1.46878 0.0 0.0 0.0
C 1.70829 3.45917 0.75439 0.0 0.0 0.0
N 0.84988 2.59902 1.29737 -0.1 0.0 0.0
H 0.62312 3.86348 4.38279 0.0 0.0 0.0
H 2.23454 5.51938 3.37107 0.0 0.0 0.0
H 2.91924 5.20335 0.99207 0.0 0.0 0.0
H 1.97651 3.28188 -0.27904 0.0 0.0 0.0
O -1.80356 -0.80382 -1.50324 0.0 -0.2 0.2
N -1.25523 -0.50065 -0.52646 0.2 0.7 -0.2
N -5.19064 2.75756 -2.58981 0.0 0.0 0.0
C -4.33476 3.04109 -1.86868 0.1 0.0 0.0
N -3.38785 3.44920 -1.03101 -0.1 0.0 0.0
C -2.34688 2.79794 -0.77905 0.1 0.0 -0.1
N -1.31357 2.29918 -0.49909 0.0 -0.2 -0.1


17
Properties=species:S:1:pos:R:3:forces:R:3 method="wB97M-V/def2-TZVPD" total_charge=0 e_above_lowest_kj_mol=335.61 multiplicity=1 e_homo_ha=-0.3456 energy_ev=-6850.05016
C 1.71072 -1.15019 -0.07048 0.1 0.1 1.0
C 0.90573 0.13705 -0.08067 0.3 1.7 -3.3
N 1.53434 1.19950 -0.50535 -0.4 -1.8 0.4
H 0.98475 2.00479 -0.81473 -0.4 -0.4 0.7
H 0.71177 0.28105 1.73983 -3.1 0.1 1.5
H 2.78682 -0.92479 -0.01226 -0.5 0.1 -0.1
H 1.44528 -1.76716 0.80355 0.0 0.0 -0.4
H 1.52465 -1.72012 -0.99538 -0.1 0.3 0.4
C -1.45693 1.29065 -0.20983 -0.1 0.3 0.8
C -0.61626 0.04193 0.01368 -0.8 -1.7 -2.9
C -1.24286 -1.15690 -0.18921 0.9 1.3 0.2
H -0.18209 0.23247 1.73824 3.5 0.2 1.3
H -2.36880 1.23098 0.40626 0.2 0.0 -0.4
H -1.74880 1.37394 -1.26946 0.2 0.0 0.4
H -0.95512 2.21960 0.08971 0.0 -0.2 -0.1
H -2.32538 -1.22253 -0.23069 0.1 0.1 0.0
H -0.70783 -2.07028 -0.41322 0.1 0.0 0.4


13
Properties=species:S:1:pos:R:3:forces:R:3 method="wB97M-V/def2-TZVPD" total_charge=0 e_above_lowest_kj_mol=524.62 multiplicity=1 smiles="C[N+](=O)[O-].CP=O" e_homo_ha=-0.3379 energy_ev=-19088.78869
C -1.41915 1.60605 0.53889 -0.9 3.2 -4.6
C 1.87189 -1.66031 -0.90522 -2.0 -1.1 -0.2
N -0.89413 0.65758 1.38331 1.3 -2.0 1.8
O 0.28876 0.37244 1.34207 1.1 0.3 -0.6
O -1.63482 0.10295 2.14213 -1.3 -0.3 0.8
O -0.56106 -0.69467 -1.64169 0.3 -0.1 0.2
P 0.79114 -0.20078 -1.27768 0.5 -0.1 -0.5
H -0.86104 1.70068 -0.47912 -1.3 -1.2 1.6
H -1.24681 2.62614 0.78275 0.7 0.8 1.5
H -2.50934 1.58386 0.51257 0.3 -0.7 -0.4
H 1.46737 -2.59378 -1.33373 -0.5 0.4 0.2
H 2.86257 -1.71686 -1.23071 1.8 0.9 -0.4
H 1.84464 -1.78329 0.16642 0.1 0.0 0.6